1.
The following is a quantum chemistry calculation of C32H52N9O5P2S2TeTi as an isolated structure, from the Open Molecules 2025 dataset.

Calculated values
HOMO (alpha / beta): -0.3 / -1.7 eV
2S+1: 2
expectation value of S²: 0.76
calculated total energy: -4716.5057 Eh
total charge: -2
LUMO level (alpha / beta): 0.1368 / 0.1367 Eh
molecular weight: 944.37 g mol⁻¹

```
104
C32H52N9O5P2S2TeTi | the Open Molecules 2025 dataset | the ωB97M-V functional and the def2-TZVPD basis
Ti -0.26 0.59 -0.16
S -1.77 -1.01 1.31
C -1.75 -2.56 0.53
C -2.82 -3.45 0.85
N -3.72 -4.12 1.13
C -0.79 -2.94 -0.35
S 0.48 -1.88 -0.88
C -0.79 -4.27 -0.88
N -0.78 -5.33 -1.32
N -2.32 3.34 2.43
C -1.57 2.75 1.48
O -1.17 1.59 1.64
C -1.18 3.49 0.25
C 0.04 2.78 -0.31
H -2.63 2.76 3.20
H -2.78 4.21 2.24
H -1.07 4.55 0.47
H -2.02 3.38 -0.45
H 0.92 3.03 0.28
H 0.22 3.07 -1.34
N 5.34 1.91 -4.50
C 4.03 1.52 -4.86
O 3.77 1.41 -6.07
C 3.10 1.30 -3.80
C 3.38 1.55 -2.42
C 2.44 1.30 -1.46
N 1.20 0.79 -1.72
C 0.92 0.56 -3.04
C 1.79 0.80 -4.06
H 5.97 1.75 -5.27
H 5.68 1.50 -3.64
H 4.32 1.98 -2.10
H 2.65 1.53 -0.42
H -0.06 0.17 -3.24
H 1.50 0.60 -5.08
C 5.10 -0.50 1.58
C 3.67 -0.96 1.76
O 3.05 -0.20 2.81
P 1.93 0.90 2.46
O 1.28 0.45 1.18
Te 0.84 1.38 4.48
O 2.81 2.17 1.96
C 3.50 3.03 2.86
C 2.92 4.42 2.75
H 5.60 -1.12 0.83
H 5.65 -0.57 2.52
H 5.12 0.53 1.23
H 3.62 -2.00 2.06
H 3.10 -0.86 0.84
H 4.56 3.01 2.58
H 3.41 2.65 3.88
H 2.96 4.76 1.72
H 3.49 5.12 3.38
H 1.88 4.40 3.09
N -1.77 0.80 -1.25
P -3.06 0.78 -2.07
N -4.51 0.71 -1.23
C -4.96 -0.59 -0.71
C -6.49 -0.58 -0.61
C -7.00 0.85 -0.38
C -6.03 1.60 0.51
C -4.65 1.74 -0.18
N -3.19 -0.45 -3.18
C -2.24 -1.56 -3.25
C -2.96 -2.90 -3.26
C -3.98 -2.95 -4.40
C -4.94 -1.77 -4.30
C -4.18 -0.44 -4.24
N -3.29 2.25 -2.88
C -4.55 2.74 -3.42
C -4.72 4.25 -3.11
C -3.38 4.88 -2.74
C -2.27 4.37 -3.65
C -2.12 2.83 -3.54
H -4.50 -0.77 0.27
H -4.61 -1.38 -1.36
H -6.79 -1.23 0.22
H -6.94 -1.00 -1.52
H -8.00 0.83 0.06
H -7.08 1.37 -1.34
H -5.91 1.06 1.45
H -6.41 2.59 0.77
H -3.85 1.64 0.55
H -4.56 2.72 -0.65
H -1.55 -1.49 -2.41
H -1.65 -1.47 -4.17
H -3.46 -3.05 -2.30
H -2.23 -3.70 -3.36
H -4.53 -3.89 -4.39
H -3.45 -2.90 -5.36
H -5.55 -1.86 -3.39
H -5.63 -1.75 -5.15
H -4.88 0.37 -4.09
H -3.68 -0.28 -5.21
H -5.36 2.17 -2.98
H -4.58 2.58 -4.51
H -5.44 4.39 -2.30
H -5.12 4.75 -3.99
H -3.13 4.63 -1.70
H -3.45 5.97 -2.79
H -1.32 4.84 -3.41
H -2.51 4.65 -4.69
H -1.25 2.57 -2.95
H -1.98 2.40 -4.54
```

***

2.
The following is a quantum chemistry calculation of a 2-piece molecular cluster, C2H6N2O overall, from the Open Molecules 2025 dataset.

Calculated values
HOMO: -9.9 eV
ΔE to the lowest compared entry with this formula, charge and spin: 164.6 kJ/mol
calculated total energy: -264.5246 Eh
LUMO level: 0.0391 Eh
molecular weight: 74.08 g mol⁻¹
structure (SMILES): NC=O.C=N

```
11
C2H6N2O | the Open Molecules 2025 dataset | the ωB97M-V functional and the def2-TZVPD basis
C -4.56 1.45 -0.19
N -3.65 1.47 -1.04
H -4.36 1.55 0.87
H -5.62 1.39 -0.46
H -3.86 1.28 -2.01
C 4.11 -0.66 0.51
N 3.29 -1.76 0.53
O 4.87 -0.48 -0.41
H 4.05 -0.07 1.43
H 3.33 -2.41 -0.24
H 2.40 -1.76 1.01
```

***

3.
The following is a quantum chemistry calculation of C16H25AsO11SW as an isolated structure, from the Open Molecules 2025 dataset.

Calculated values
HOMO: -15.5 eV
ΔE to the lowest compared entry with this formula, charge and spin: 118.6 kJ/mol
calculated total energy: -4152.7178 Eh
total charge: +2
LUMO level: -0.3234 Eh
molecular weight: 684.19 g mol⁻¹

```
55
C16H25AsO11SW | the Open Molecules 2025 dataset | the ωB97M-V functional and the def2-TZVPD basis
W -0.27 0.99 -0.03
C 2.12 0.30 -2.17
C 2.24 -1.02 -1.45
O 1.25 -1.09 -0.40
C 1.74 -1.67 0.82
C 2.14 -0.56 1.74
O 0.99 0.25 2.06
C 0.21 -0.19 3.17
C -0.96 -0.99 2.65
O -1.11 -0.71 1.23
C -2.27 -1.38 0.67
C -1.88 -1.81 -0.70
O -1.25 -0.69 -1.36
C -0.79 -1.08 -2.67
C -0.07 0.09 -3.26
O 0.75 0.71 -2.26
H 2.56 0.26 -3.16
H 2.61 1.09 -1.61
H 3.25 -1.11 -1.05
H 2.06 -1.87 -2.12
H 2.57 -2.34 0.62
H 0.93 -2.26 1.24
H 2.85 0.12 1.26
H 2.59 -0.93 2.66
H -0.12 0.70 3.68
H 0.82 -0.78 3.86
H -1.88 -0.70 3.16
H -0.82 -2.07 2.74
H -3.12 -0.71 0.70
H -2.50 -2.26 1.27
H -2.76 -2.12 -1.27
H -1.16 -2.62 -0.67
H -1.66 -1.33 -3.28
H -0.16 -1.96 -2.57
H -0.77 0.85 -3.60
H 0.54 -0.22 -4.11
O -1.67 1.93 2.52
As -0.60 2.94 1.51
O 0.39 3.71 2.53
O 1.28 1.66 0.01
C -1.92 4.13 0.75
C -2.08 5.35 1.35
C -3.09 6.20 0.90
C -3.92 5.84 -0.15
C -3.75 4.62 -0.80
C -2.75 3.79 -0.32
S -2.45 2.29 -1.08
O -2.32 1.25 0.02
O -3.32 1.94 -2.13
O -0.93 2.31 -1.43
H -1.72 2.39 3.38
H -1.43 5.64 2.17
H -3.23 7.16 1.38
H -4.69 6.52 -0.49
H -4.37 4.33 -1.63
```

***

Per-record strongest force on any atom, hartree/bohr: 0.020, 0.035, 0.095